Entry 1:
Here is a molecular structure, C5H4O2 from the OMol25 dataset. Energies are from wB97M-V/def2-TZVPD.

XYZ file:
```
11
Properties=species:S:1:pos:R:3:forces:R:3
O 0.82026 1.20435 -0.98749 -0.113 0.127 -0.037
C 0.80534 0.06715 -0.33255 0.278 0.014 -0.068
C 0.72241 0.26260 1.10459 0.158 -0.008 0.161
C -0.69104 0.52707 0.51953 -0.465 -0.226 0.281
C -1.22545 -0.55736 -0.14718 -0.119 0.049 -0.028
C -0.05156 -1.11191 -0.82642 -0.040 -0.293 -0.304
O 0.13458 -1.92333 -1.69348 0.002 0.295 0.433
H 0.75506 -0.59299 1.77151 -0.045 0.051 -0.147
H 1.20485 1.16138 1.47496 -0.010 -0.132 -0.098
H -0.22909 1.56748 -0.36591 0.231 0.111 -0.195
H -2.24535 -0.60443 -0.51757 0.122 0.012 0.002
```
Positions in Å, forces in eV/Å.

## Properties
F_max ... 0.011 hartree/bohr
Spin multiplicity ... 1
LUMO ... -0.0254 Ha
Energy above the lowest of the compared OMol25 structures with the same formula, charge and spin ... 530.6 kJ/mol

Entry 2:
Here is C5H4O3 in the gas phase from the OMol25 dataset. Energies are from wB97M-V/def2-TZVPD.

XYZ file:
```
12
Properties=species:S:1:pos:R:3:forces:R:3
O -0.68253 2.21864 0.03948 0.400 1.103 -0.367
C -0.22508 1.15106 0.19215 -1.008 -2.053 0.756
O 1.15112 0.87187 0.29351 0.487 0.229 0.369
C 1.67695 -0.41632 0.21627 -1.251 -1.014 -1.075
C 1.01980 -1.48608 -0.28289 -1.148 0.325 -0.348
C -0.40053 -1.03875 -0.68510 0.945 -0.056 0.188
O -1.77378 -1.07900 -0.19489 0.388 -0.067 0.035
C -0.83985 -0.21263 0.42760 -0.574 0.744 -0.405
H 2.70151 -0.53073 0.48153 0.637 0.681 0.219
H 1.52535 -2.40865 -0.56004 -0.102 0.200 0.319
H -0.50295 -0.54700 -1.64989 0.573 -0.086 -0.143
H -0.67006 -0.58938 1.41539 0.654 -0.006 0.452
```
Positions in Å, forces in eV/Å.

## Properties
SMILES string ... O=C1OC=C[C@H]2O[C@H]12
F_max ... 0.047 hartree/bohr
Spin multiplicity ... 1
LUMO ... 0.0307 Ha
Energy above the lowest of the compared OMol25 structures with the same formula, charge and spin ... 420.4 kJ/mol

Entry 3:
Here is C5H4O3 in the gas phase from the OMol25 dataset. Energies are from wB97M-V/def2-TZVPD.

XYZ file:
```
12
Properties=species:S:1:pos:R:3:forces:R:3
C 2.51640 -0.07217 0.20800 -1.286 -1.219 -3.101
C 1.03802 -0.38035 0.23096 -0.590 2.896 0.833
C 0.24580 -1.38973 -0.11020 3.740 -2.151 0.599
O -1.05789 -1.36348 -0.24690 -1.849 2.129 -0.426
C -1.29799 0.01654 -0.13439 -5.499 3.413 5.614
O -2.39400 0.51110 0.40779 6.279 -3.264 -4.183
C 0.14069 0.72599 0.03759 -1.395 5.211 -3.487
O 0.32014 1.94589 -0.34128 -0.521 -5.295 2.348
H 2.48755 0.51794 -0.80125 1.156 -1.447 1.309
H 2.89342 0.66514 0.85826 -0.048 0.518 1.407
H 3.06046 -1.04408 0.26624 0.117 1.097 -0.489
H 0.75496 -2.28872 -0.27184 -0.104 -1.887 -0.426
```
Positions in Å, forces in eV/Å.

## Properties
SMILES string ... CC1=COC(=O)C1=O
F_max ... 0.167 hartree/bohr
Spin multiplicity ... 1
LUMO ... -0.0490 Ha
Energy above the lowest of the compared OMol25 structures with the same formula, charge and spin ... 327.7 kJ/mol

Entry 4:
Here is C5H4S in the gas phase from the OMol25 dataset. Energies are from wB97M-V/def2-TZVPD.

XYZ file:
```
10
Properties=species:S:1:pos:R:3:forces:R:3
C 1.32408 2.03854 -0.75561 -1.884 -3.042 0.049
C 0.71317 0.96861 -0.75383 1.710 2.617 0.062
C 0.17440 -0.32778 -0.90783 -0.082 -0.387 -1.263
C -0.51209 -1.07658 -0.03737 -0.175 -0.749 0.956
C -0.88595 -0.78217 1.34866 -0.297 1.202 0.599
S -0.68745 0.64920 2.16069 -0.083 -1.376 -0.768
H 1.78031 2.98014 -0.66390 0.268 0.492 0.006
H 0.32104 -0.77023 -1.92370 -0.006 0.419 0.927
H -0.78634 -2.09146 -0.34168 0.029 0.411 -0.141
H -1.44118 -1.58828 1.87456 0.519 0.413 -0.428
```
Positions in Å, forces in eV/Å.

## Properties
SMILES string ... C#C/C=C\C=S
F_max ... 0.070 hartree/bohr
Spin multiplicity ... 1
LUMO ... -0.0438 Ha
Energy above the lowest of the compared OMol25 structures with the same formula, charge and spin ... 161.6 kJ/mol

Entry 5:
Here is C5H4S2 in the gas phase from the OMol25 dataset. Energies are from wB97M-V/def2-TZVPD.

XYZ file:
```
11
Properties=species:S:1:pos:R:3:forces:R:3
C -2.60620 -0.19831 -0.69965 2.531 1.407 1.161
C -1.61473 0.31845 -0.20001 -1.397 -1.108 -1.352
C -0.30767 0.60059 0.38502 -0.243 -0.963 1.214
C 0.72838 -0.57792 0.27249 0.065 2.584 -0.832
C 1.85620 0.35023 -0.13960 0.243 -0.377 -0.861
S 3.39010 -0.05758 -0.41483 -0.201 0.509 0.084
S 0.90635 1.86224 -0.25161 -0.109 -1.395 0.208
H -3.41286 -0.66067 -1.19158 -0.512 -0.091 -0.125
H -0.42307 0.69755 1.46793 -0.259 0.705 -0.162
H 0.45759 -1.34011 -0.41634 -0.043 -0.504 -0.772
H 1.02592 -0.99449 1.18817 -0.075 -0.768 1.439
```
Positions in Å, forces in eV/Å.

## Properties
SMILES string ... C#C[C@H]1CC(=S)S1
F_max ... 0.061 hartree/bohr
Spin multiplicity ... 1
LUMO ... -0.0070 Ha
Energy above the lowest of the compared OMol25 structures with the same formula, charge and spin ... 201.0 kJ/mol

Entry 6:
Here is C5H4S3 in the gas phase from the OMol25 dataset. Energies are from wB97M-V/def2-TZVPD.

XYZ file:
```
12
Properties=species:S:1:pos:R:3:forces:R:3
C 0.81736 -1.36137 2.08027 -2.284 -0.108 -7.391
C 0.43610 -1.38973 0.86984 -0.199 1.278 4.029
C -0.38115 -1.37333 -0.37792 1.233 -2.917 0.047
S -0.51289 -2.96072 -1.01632 -0.279 2.964 0.691
C -0.82881 -0.10955 -1.12912 -0.605 0.273 -1.802
S -1.21782 1.41944 -0.24991 1.239 -0.066 0.253
C 0.34299 2.23680 0.01503 0.027 -1.009 0.602
S 1.94685 1.77564 -0.11349 -2.674 0.730 -0.131
H 1.20230 -1.38971 3.02888 0.730 -0.076 1.671
H -1.78163 -0.22466 -1.87441 2.557 -0.381 1.883
H 0.06258 0.24615 -1.74083 -0.918 -0.826 0.405
H -0.08587 3.13103 0.50799 1.172 0.138 -0.256
```
Positions in Å, forces in eV/Å.

## Properties
SMILES string ... C#CC(=S)CSC=S
F_max ... 0.150 hartree/bohr
Spin multiplicity ... 1
LUMO ... -0.0505 Ha
Energy above the lowest of the compared OMol25 structures with the same formula, charge and spin ... 347.2 kJ/mol

What is the F_max in the fifth record? 0.061 hartree/bohr